No. 1
Entry from the OMol25 dataset: a molecular structure, C16H37N5O7SSi2 at a distorted geometry (ωB97M-V with the def2-TZVPD basis set).

Positions of all 68 atoms, in Å:
C1 -1.08573 1.17066 0.23251
N1 -1.73064 0.08585 -0.62276
C2 -3.22216 0.39876 -0.56873
C3 -1.21445 0.14444 -2.06878
O1 -2.08163 0.22986 -3.10350
C4 0.40440 0.08967 -2.36084
Si1 0.93684 0.68180 -4.11021
C5 2.83682 0.26065 -4.30923
C6 3.50802 0.12515 -2.80208
C7 5.16129 0.18157 -2.94370
C8 5.86095 0.81601 -1.59773
N2 6.09190 -0.23146 -0.49968
O2 0.12306 -0.33849 -5.34020
C9 0.23118 0.38785 -6.64914
N3 0.28246 1.29718 -7.59586
O3 0.52686 2.33568 -4.51267
Si2 0.45196 3.39064 -3.11631
S1 -0.97952 4.97922 -3.64879
C10 2.09406 4.29274 -2.67158
O4 1.91327 4.82819 -1.28398
N4 2.58930 4.07934 -0.39423
O5 1.83392 3.52721 0.40069
H1 -1.58946 1.12629 1.31184
H2 -1.30002 2.26846 -0.15914
H3 0.07340 0.97613 0.42913
H4 -3.58373 0.32075 0.56378
H5 -3.31426 1.55373 -0.83981
H6 -3.87575 -0.28071 -1.27515
H7 1.03244 0.67588 -1.53332
H8 0.72115 -1.05348 -2.22886
H9 3.35502 1.05762 -4.99326
H10 2.88339 -0.83868 -4.76940
H11 3.19803 -0.95095 -2.38806
H12 3.17576 1.00009 -2.09879
H13 5.37332 0.92175 -3.84793
H14 5.53072 -0.90353 -3.17936
H15 5.31307 1.78616 -1.18495
H16 6.93792 1.19944 -1.94110
H17 5.38298 -0.99090 -0.62385
H18 5.91395 0.27908 0.41159
H19 -0.08196 2.79373 -1.90154
H20 -1.96490 4.25979 -4.39032
H21 2.22517 5.25382 -3.35703
H22 3.04292 3.60803 -2.63271
C11 -4.66446 -2.15520 2.28880
O6 -3.97780 -1.12259 2.98195
C12 -4.34244 -1.01065 4.36385
C13 -3.22351 -1.53755 5.27695
N5 -3.09827 -2.99497 5.19581
C14 -1.86713 -3.53338 5.77809
C15 -0.51442 -3.02167 5.22393
O7 -0.22385 -3.45025 3.89360
C16 -0.87834 -2.70994 2.87512
H23 -4.51424 -2.00336 1.21718
H24 -4.25857 -3.13542 2.54568
H25 -5.73957 -2.13239 2.49509
H26 -5.30234 -1.49578 4.57676
H27 -4.46824 0.05901 4.56132
H28 -3.43965 -1.25368 6.31541
H29 -2.29929 -1.03894 4.97545
H30 -3.13646 -3.27924 4.22121
H31 -1.89559 -4.61936 5.62761
H32 -1.88964 -3.37102 6.85998
H33 0.27132 -3.45865 5.85113
H34 -0.39913 -1.93777 5.31952
H35 -0.98074 -1.65044 3.12759
H36 -1.85233 -3.15442 2.66292
H37 -0.28659 -2.78737 1.96009

Atoms 1-2, force components in eV/Å:
0.6229 0.2557 1.7436
0.4085 1.9355 -2.5912

Output
**LUMO level**: -0.920 eV
**Electronic energy**: -65557.373 eV
**Multiplicity**: 1
**HOMO-LUMO gap**: 0.2909 Eh
**Charge**: 0

***

No. 2
Entry from the OMol25 dataset: a single C5H6ClNO molecule at a distorted geometry (ωB97M-V with the def2-TZVPD basis set).

Positions of all 14 atoms, in Å:
C1 -1.42954 1.73407 -0.26100
O1 -1.32686 0.30351 0.04721
C2 -0.12762 -0.11577 0.50628
C3 0.12358 -1.57491 0.48806
Cl1 -1.07040 -2.62192 -0.21520
C4 0.96020 -0.79367 -0.43422
C5 2.37114 -0.56597 -0.21921
N1 3.49912 -0.33796 -0.08725
H1 -2.48489 1.90965 -0.57451
H2 -1.18884 2.42438 0.55478
H3 -0.77837 1.85368 -1.10467
H4 0.27502 0.56660 1.30003
H5 0.57157 -1.97716 1.43074
H6 0.60589 -0.80454 -1.43104

Atoms 1-2, force components in eV/Å:
-0.8209 -1.3022 -0.3460
-0.9844 1.2415 -0.3567

Output
**LUMO level**: 0.744 eV
**Electronic energy**: -21340.130 eV
**Multiplicity**: 1
**HOMO-LUMO gap**: 0.3871 Eh
**Charge**: 0
**Energy above the lowest of the compared OMol25 structures with the same formula, charge and spin**: 54.25 kcal per mole

***

No. 3
Entry from the OMol25 dataset: a molecular structure, C28H50AsN2O6PdSi3 (ωB97M-V with the def2-TZVPD basis set).

Positions of all 91 atoms, in Å:
Pd1 0.13712 0.05248 -0.82095
O1 -3.00464 -0.22882 4.38000
C1 -2.89779 -1.38996 3.75787
O2 -3.25274 -2.42827 4.22960
C2 -2.25903 -1.42429 2.38794
C3 -2.09157 -2.63448 1.74196
N1 -1.49941 -2.38615 0.56592
N2 -1.28121 -1.08021 0.38199
C4 -1.73440 -0.48224 1.48929
C5 -1.62670 0.99145 1.59771
O3 -1.90468 1.60040 2.59477
O4 -1.20460 1.59796 0.47367
H1 -2.63013 0.51438 3.87295
H2 -2.37346 -3.62339 2.06667
H3 -1.25687 -3.05122 -0.15201
C6 -2.85551 -0.39766 -5.97614
Si1 -3.20322 0.78630 -4.60383
C7 -4.73018 0.43196 -3.63137
C8 -2.88435 2.57392 -4.93854
As1 -1.49238 0.16797 -2.73886
Si2 0.94083 -0.23462 -4.17293
C9 2.58847 -0.15481 -3.36014
C10 0.37246 -1.91059 -4.68542
C11 0.62207 1.20043 -5.28252
Si3 -1.31205 3.38635 0.40320
C12 0.10764 4.02744 1.39219
C13 -1.12561 3.62245 -1.43825
C14 -2.99126 3.91249 0.94690
H4 -3.63724 -0.21404 -6.72314
H5 -2.95441 -1.43792 -5.66462
H6 -1.90007 -0.25354 -6.47962
H7 -5.58487 0.66411 -4.27624
H8 -4.81740 1.05612 -2.74141
H9 -4.81422 -0.61684 -3.34568
H10 -3.66415 2.88795 -5.64279
H11 -1.92501 2.78385 -5.40632
H12 -2.99260 3.19038 -4.04656
H13 2.66044 -0.62625 -2.38482
H14 2.96804 0.86287 -3.30695
H15 3.23829 -0.70995 -4.05134
H16 0.30593 -2.60931 -3.85234
H17 1.13930 -2.29500 -5.37062
H18 -0.57523 -1.89598 -5.21958
H19 0.63192 2.15332 -4.75096
H20 -0.29184 1.11721 -5.86679
H21 1.46691 1.21571 -5.98371
H22 0.22120 5.10127 1.22498
H23 1.04980 3.54809 1.12781
H24 -0.06874 3.87909 2.45864
H25 -0.27259 3.08857 -1.86204
H26 -1.00857 4.68389 -1.66944
H27 -2.03193 3.28116 -1.94549
H28 -3.09946 3.90070 2.03013
H29 -3.77698 3.28942 0.51391
H30 -3.16675 4.93548 0.60402
C15 3.11889 -2.89998 0.53803
C16 2.40070 -3.92130 -0.34771
C17 1.65116 -3.04945 -1.34896
O5 1.52083 -1.73987 -0.72047
C18 2.08790 -1.79960 0.62709
H31 4.02991 -2.53635 0.06054
H32 3.37891 -3.30285 1.51420
H33 1.70688 -4.51538 0.24753
H34 3.08410 -4.60527 -0.84525
H35 0.65499 -3.42724 -1.59090
H36 2.20916 -2.91215 -2.27624
H37 1.29318 -2.05422 1.33485
H38 2.47787 -0.80950 0.85328
C19 5.99190 6.22831 0.83584
C20 5.02721 5.23887 0.27888
C21 4.37841 5.45798 -0.93229
C22 3.48590 4.54152 -1.45321
C23 2.83010 4.85307 -2.77025
C24 3.21686 3.33813 -0.72086
C25 2.24451 2.45434 -1.27183
O6 1.81819 1.39728 -0.76257
C26 3.88168 3.09135 0.51206
C27 3.68216 1.84522 1.32106
C28 4.76614 4.04699 0.97957
H39 6.05484 7.12639 0.22747
H40 6.98652 5.78073 0.90175
H41 5.70622 6.50593 1.85224
H42 4.58010 6.36959 -1.47972
H43 3.18384 5.80953 -3.14559
H44 1.74301 4.91838 -2.67973
H45 3.06542 4.10120 -3.52740
H46 1.83025 2.75127 -2.24194
H47 3.90356 0.95956 0.72508
H48 2.65098 1.75986 1.66750
H49 4.33785 1.85133 2.18850
H50 5.28022 3.87299 1.91736

Atoms 1-2, force components in eV/Å:
-0.0829 0.1492 0.3911
-0.0110 0.0388 -0.0505

Output
**LUMO level (alpha / beta)**: -8.541 / -11.805 eV
**Electronic energy**: -133040.051 eV
**Multiplicity**: 5
**HOMO-LUMO gap (alpha / beta)**: 0.2814 / 0.1613 Eh
**Charge**: +3
**Expectation value of S²**: 6.013
**Energy above the lowest of the compared OMol25 structures with the same formula, charge and spin**: 3.32 kcal per mole

***

No. 4
Entry from the OMol25 dataset: a single C7H18NP molecule (ωB97M-V with the def2-TZVPD basis set).

Positions of all 27 atoms, in Å:
C1 0.00857 3.23602 0.85847
C2 -0.20943 2.31088 2.07737
P1 -1.66412 1.19883 1.79408
C3 -0.94660 -0.49395 1.44669
C4 0.45944 -0.43426 0.86369
C5 0.84109 -1.64653 0.02179
C6 -0.01671 -1.79100 -1.25611
C7 0.79892 -1.46530 -2.50812
N1 0.02409 -1.44869 -3.75588
H1 -0.54364 2.89566 -0.00842
H2 1.06189 3.29226 0.59617
H3 -0.31330 4.24219 1.10079
H4 0.70949 1.77670 2.29317
H5 -0.41713 2.91633 2.95195
H6 -2.08828 1.00939 3.13050
H7 -1.64194 -0.96649 0.76382
H8 -0.96468 -1.08558 2.35645
H9 0.54598 0.44416 0.22345
H10 1.18196 -0.32373 1.66769
H11 1.86897 -1.48953 -0.30224
H12 0.84113 -2.55393 0.61665
H13 -0.36166 -2.81538 -1.35738
H14 -0.86332 -1.11438 -1.18777
H15 1.58259 -2.21642 -2.57405
H16 1.29549 -0.50805 -2.36491
H17 -0.63900 -0.68040 -3.68528
H18 -0.54981 -2.28880 -3.76256

Atoms 1-2, force components in eV/Å:
0.2277 -0.0989 0.4518
0.0637 0.1105 -0.3185

Output
**LUMO level**: 0.999 eV
**Electronic energy**: -18329.229 eV
**Multiplicity**: 1
**HOMO-LUMO gap**: 0.3520 Eh
**Charge**: 0
**Energy above the lowest of the compared OMol25 structures with the same formula, charge and spin**: 0.00 kcal per mole

***

No. 5
Entry from the OMol25 dataset: 2 unconnected molecules or ions with the total composition C4H9NO3 (ωB97M-V with the def2-TZVPD basis set).

Positions of all 17 atoms, in Å:
C1 1.33107 -1.59708 0.01311
C2 2.74305 -1.21870 -0.16729
O1 0.57830 -1.77689 -1.00524
O2 0.12034 -3.11139 -0.48258
H1 0.90231 -1.72780 1.00016
H2 3.08939 -0.59037 0.65212
H3 2.88941 -0.73100 -1.13101
H4 3.33113 -2.14555 -0.16789
C3 -1.60856 2.04339 0.08595
N1 -2.95670 1.62125 0.45055
C4 -0.63886 0.88969 -0.05921
O3 0.46136 0.84976 0.44554
H5 -2.96736 1.10263 1.32063
H6 -3.39157 1.05177 -0.26548
H7 -1.01335 0.02435 -0.64366
H8 -1.21831 2.74312 0.82668
H9 -1.65163 2.57282 -0.87238

Atoms 1-2, force components in eV/Å:
-0.3596 -0.1777 -0.5198
0.0447 0.0789 -0.0284

Output
**LUMO level**: 0.140 eV
**Electronic energy**: -11920.772 eV
**Multiplicity**: 1
**HOMO-LUMO gap**: 0.3361 Eh
**Charge**: 0
**Energy above the lowest of the compared OMol25 structures with the same formula, charge and spin**: 156.11 kcal per mole

***

No. 6
Entry from the OMol25 dataset: 2 unconnected molecules or ions with the total composition C4H11NO2S at a distorted geometry (ωB97M-V with the def2-TZVPD basis set).

Positions of all 19 atoms, in Å:
C1 -1.24366 1.25217 0.31029
C2 -1.29011 -0.23123 -0.06679
C3 -1.02183 -1.11388 1.19441
S1 -0.32205 -2.75844 0.92710
N1 -0.32894 -0.50573 -1.11924
C4 -0.67749 -1.29959 -2.18323
O1 -1.78323 -1.73305 -2.37832
H1 -0.21875 1.60696 0.16465
H2 -1.48708 1.44350 1.35684
H3 -1.84941 1.82017 -0.39371
H4 -2.28952 -0.48117 -0.41707
H5 -0.25075 -0.60630 1.77452
H6 -1.92692 -1.13190 1.79299
H7 -1.01981 -3.13451 -0.15213
H8 0.47965 0.07894 -1.26026
H9 0.22734 -1.51618 -2.77847
O2 4.77550 2.57257 0.90152
H10 5.35153 3.21183 0.47425
H11 4.87557 2.52584 1.85266

Atoms 1-2, force components in eV/Å:
0.5601 -0.1293 -0.4075
0.2343 -0.1129 0.7926

Output
**LUMO level**: 0.684 eV
**Electronic energy**: -20746.658 eV
**Multiplicity**: 1
**HOMO-LUMO gap**: 0.3541 Eh
**Charge**: 0
**Energy above the lowest of the compared OMol25 structures with the same formula, charge and spin**: 14.87 kcal per mole

***

No. 7
Entry from the OMol25 dataset: a molecular structure, ArH22O11 (ωB97M-V with the def2-TZVPD basis set).

Positions of all 34 atoms, in Å:
Ar1 0.63227 -0.31804 -0.32055
O1 0.59112 -1.52522 3.08980
H1 0.66267 -0.57315 3.02148
H2 0.39543 -1.68555 4.01297
O2 -1.34641 -3.73647 1.56933
H3 -1.15343 -2.88700 1.96606
H4 -2.29105 -3.84409 1.68022
O3 -1.88847 -0.58521 -2.39245
H5 -2.44992 -0.62897 -1.61844
H6 -1.15754 -1.16987 -2.19210
O4 1.94988 2.53299 -0.04627
H7 2.35189 1.69914 -0.28978
H8 1.70264 2.93278 -0.88010
O5 -0.43688 -3.03480 -3.49235
H9 -1.04208 -3.09847 -4.23121
H10 0.04451 -2.22181 -3.64580
O6 -2.03352 0.53954 2.98307
H11 -2.65380 1.25174 3.13885
H12 -1.17437 0.96111 3.00210
O7 -1.57226 2.88184 -0.46841
H13 -1.85073 3.77855 -0.28239
H14 -0.83603 2.97957 -1.07228
O8 3.87864 0.50183 -0.33272
H15 3.89454 -0.25582 0.25205
H16 4.55888 1.08252 0.00831
O9 -2.91304 0.45756 0.33030
H17 -2.71359 0.31957 1.25627
H18 -2.53952 1.31573 0.12965
O10 1.62040 -1.14485 -3.92964
H19 1.87678 -1.03809 -4.84566
H20 1.52715 -0.25077 -3.60076
O11 1.19858 1.29372 2.41066
H21 1.72763 1.63564 3.13138
H22 1.43957 1.83444 1.65849

Atoms 1-2, force components in eV/Å:
-0.0493 -0.1622 0.0149
-0.0515 -0.3880 -0.0358

Output
**LUMO level**: -0.119 eV
**Electronic energy**: -37234.428 eV
**Multiplicity**: 1
**HOMO-LUMO gap**: 0.3657 Eh
**Charge**: 0
**Energy above the lowest of the compared OMol25 structures with the same formula, charge and spin**: 20.69 kcal per mole

***

No. 8
Entry from the OMol25 dataset: a molecular structure, C51H47AsN2O7P2Ti at a distorted geometry (ωB97M-V with the def2-TZVPD basis set).

Positions of all 111 atoms, in Å:
Ti1 0.92024 1.90418 -0.06046
O1 5.25490 1.76804 -0.66302
C1 4.01456 1.72065 -0.23577
O2 3.06940 1.28844 -0.90648
C2 3.75669 2.17270 1.13378
C3 4.69214 2.46309 2.12541
C4 4.22897 2.74042 3.40508
C5 2.86401 2.65950 3.67358
C6 2.00538 2.33569 2.62981
N1 2.43641 2.14943 1.38545
C7 0.52883 1.98674 2.73823
O3 -0.07140 2.00015 3.78188
O4 0.07413 1.60212 1.58309
H1 5.36664 1.38303 -1.54899
H2 5.74638 2.44647 1.89786
H3 4.92352 2.98411 4.19577
H4 2.46584 2.82271 4.66306
C8 -0.76611 5.55307 1.71732
C9 -2.05743 5.49069 1.21269
C10 -2.39888 4.50749 0.30695
C11 -1.43301 3.58158 -0.11034
C12 -0.11886 3.64430 0.39092
C13 0.18633 4.62175 1.32595
C14 -1.70256 2.51206 -1.06585
C15 -2.93285 2.37875 -1.75391
C16 -3.11776 1.36763 -2.65101
C17 -2.04950 0.48819 -2.93448
C18 -2.16182 -0.56900 -3.85835
C19 -1.07953 -1.35527 -4.14986
C20 0.16114 -1.08413 -3.55385
C21 0.29718 -0.07975 -2.62652
C22 -0.81584 0.70893 -2.26312
N2 -0.69064 1.67276 -1.30767
H5 -0.50360 6.31940 2.43114
H6 -2.79706 6.20463 1.54051
H7 -3.41320 4.45281 -0.05864
H8 1.18064 4.68388 1.76638
H9 -3.71418 3.09506 -1.57114
H10 -4.05279 1.24998 -3.18007
H11 -3.11711 -0.73913 -4.32996
H12 -1.16231 -2.17052 -4.85086
H13 1.01972 -1.67901 -3.82553
H14 1.26323 0.15213 -2.18343
C23 4.54948 4.42607 -2.67875
O5 3.25992 4.88347 -2.30985
P1 2.30030 4.31880 -1.11891
O6 1.54720 3.03166 -1.89516
C24 1.14424 3.20340 -3.26539
O7 1.12342 5.37548 -1.39853
C25 1.20053 6.74035 -0.99154
H15 4.90011 5.10478 -3.45742
H16 4.49805 3.41459 -3.08815
H17 5.24179 4.45433 -1.83665
H18 0.05716 3.17671 -3.34165
H19 1.58083 2.39684 -3.85575
H20 1.50122 4.16532 -3.63596
H21 0.17569 7.11152 -0.96197
H22 1.78308 7.31762 -1.71072
H23 1.65535 6.83729 -0.00484
C26 0.35191 -2.40228 -0.18708
C27 -0.10366 -3.39757 0.86351
As1 -0.00831 -5.28541 0.18766
C28 -0.98927 -5.00026 -1.48757
C29 -0.45300 -5.44954 -2.68748
C30 -1.13739 -5.25811 -3.87694
C31 -2.35926 -4.60700 -3.87286
C32 -2.89880 -4.15470 -2.67883
C33 -2.21974 -4.35364 -1.49129
C34 -1.45868 -6.02111 1.26701
C35 -1.54011 -5.75890 2.63200
C36 -2.55548 -6.31387 3.38956
C37 -3.48555 -7.15458 2.79683
C38 -3.40263 -7.43116 1.44095
C39 -2.38422 -6.88266 0.68408
P2 0.24055 -0.65977 0.48638
C40 -1.51810 -0.64299 1.00994
C41 -2.44402 -0.97905 0.01739
C42 -3.80280 -0.92189 0.26574
C43 -4.26680 -0.55210 1.51893
C44 -3.35709 -0.21549 2.50738
C45 -1.99557 -0.23612 2.25389
C46 1.41699 -0.90892 1.87770
C47 1.16361 -1.07602 3.23385
C48 2.22360 -1.15987 4.12546
C49 3.53291 -1.10171 3.67863
C50 3.79373 -0.99446 2.32010
C51 2.74214 -0.88904 1.43152
H24 -0.25671 -2.48381 -1.09187
H25 1.39350 -2.58514 -0.47039
H26 -1.13124 -3.18540 1.16962
H27 0.53835 -3.33036 1.74545
H28 0.50318 -5.96062 -2.68155
H29 -0.72016 -5.62656 -4.80194
H30 -2.89944 -4.46813 -4.79758
H31 -3.85993 -3.66176 -2.67210
H32 -2.65636 -4.01724 -0.55788
H33 -0.80655 -5.11483 3.10373
H34 -2.61776 -6.09859 4.44573
H35 -4.26296 -7.60533 3.39465
H36 -4.12676 -8.08206 0.97543
H37 -2.31166 -7.11129 -0.37312
H38 -2.11063 -1.29866 -0.96171
H39 -4.49835 -1.17109 -0.52250
H40 -5.32738 -0.53131 1.72096
H41 -3.70138 0.07509 3.48780
H42 -1.32836 0.09648 3.03148
H43 0.15452 -1.16997 3.60418
H44 2.02263 -1.27799 5.17891
H45 4.35084 -1.15173 4.38067
H46 4.81166 -1.00317 1.95830
H47 2.93773 -0.82229 0.36299

Atoms 1-2, force components in eV/Å:
0.5549 -0.9377 -1.0639
-0.0703 0.0402 0.3851

Output
**LUMO level**: -7.032 eV
**Electronic energy**: -173484.513 eV
**Multiplicity**: 1
**HOMO-LUMO gap**: 0.1771 Eh
**Charge**: +2
**Energy above the lowest of the compared OMol25 structures with the same formula, charge and spin**: 43.74 kcal per mole

***

> Look up the electronic energy of the fourth one.

-18329.229 eV